1.
# C6H13N

The molecule C6H13N (the ωB97M-V functional and the def2-TZVPD basis, the Open Molecules 2025 dataset).

Structure (XYZ):
```
20
Properties=species:S:1:pos:R:3:lowdin_charge:R:1
C -1.008 1.115 3.576 -0.008
C -0.548 1.350 2.360 -0.193
C 0.143 0.350 1.501 -0.213
C -0.366 0.326 0.078 -0.260
N 0.562 -0.337 -0.825 -0.095
C 0.033 -0.594 -2.132 -0.329
C 1.063 -1.255 -3.036 -0.100
H -1.508 1.844 4.200 0.048
H -0.931 0.156 4.081 0.055
H -0.698 2.357 1.993 0.100
H 0.131 -0.656 1.927 0.115
H 1.211 0.549 1.429 0.116
H -0.513 1.339 -0.305 0.117
H -1.365 -0.109 -0.004 0.115
H 0.942 -1.197 -0.448 0.109
H -0.330 0.325 -2.576 0.108
H -0.860 -1.251 -2.118 0.111
H 0.617 -1.610 -3.947 0.061
H 1.913 -0.594 -3.238 0.074
H 1.511 -2.109 -2.515 0.068
```

Results
- E_LUMO: 1.19 eV
- E_HOMO: -8.7 eV
- Charge: 0

2.
# C6H13N

The molecule C6H13N (the ωB97M-V functional and the def2-TZVPD basis, the Open Molecules 2025 dataset).

Structure (XYZ):
```
20
Properties=species:S:1:pos:R:3:lowdin_charge:R:1
C -0.010 0.179 2.683 -0.095
C -0.774 0.847 1.485 -0.177
N -0.507 -0.029 0.212 -0.132
C -1.050 0.225 -1.238 -0.192
C -0.222 -0.733 -1.967 -0.238
C 1.270 -0.483 -1.434 -0.176
C 0.993 -0.114 0.036 -0.258
H -0.315 0.242 3.723 0.065
H 1.111 0.221 2.467 0.078
H -0.024 -0.866 2.476 0.042
H -1.691 1.293 1.496 0.065
H -0.109 1.714 1.365 0.085
H -0.680 1.255 -1.528 0.126
H -2.135 0.131 -1.241 0.111
H -0.195 -0.491 -3.167 0.151
H -0.501 -1.805 -1.794 0.111
H 1.796 0.296 -2.062 0.104
H 1.974 -1.506 -1.436 0.149
H 1.408 0.858 0.142 0.084
H 1.662 -0.670 0.689 0.098
```

Results
- E_LUMO: 1.14 eV
- E_HOMO: -8.2 eV
- Charge: 0

So which one is most stable? That would be 1, about 44.3 kcal/mol below the next structure.

1.
# C6H13N

The molecule C6H13N (the ωB97M-V functional and the def2-TZVPD basis, the Open Molecules 2025 dataset).

Structure (XYZ):
```
20
Properties=species:S:1:pos:R:3:lowdin_charge:R:1
C -0.344 2.457 0.862 -0.092
C -0.943 1.214 0.171 -0.256
C 0.063 0.253 -0.366 -0.271
C 0.592 0.502 -1.766 -0.044
C 0.228 -0.947 0.245 -0.324
C 1.339 -1.922 0.329 -0.067
N -1.067 -1.585 0.600 0.052
H 0.552 2.070 1.361 0.072
H 0.052 3.225 0.196 0.065
H -1.051 2.839 1.588 0.064
H -1.704 1.490 -0.577 0.108
H -1.638 0.805 0.906 0.093
H 1.643 0.801 -1.805 0.074
H 0.021 1.310 -2.217 0.072
H 0.468 -0.357 -2.422 0.076
H 1.040 -2.865 -0.148 0.077
H 1.470 -2.411 1.305 0.081
H 2.298 -1.549 -0.022 0.079
H -0.826 -2.287 1.294 0.060
H -1.384 -2.017 -0.258 0.081
```

Results
- E_LUMO: 0.97 eV
- E_HOMO: -7.7 eV
- Charge: 0

2.
# C6H13N

The molecule C6H13N (the ωB97M-V functional and the def2-TZVPD basis, the Open Molecules 2025 dataset).

Structure (XYZ):
```
20
Properties=species:S:1:pos:R:3:lowdin_charge:R:1
C 0.172 2.553 -0.541 -0.108
C -0.183 1.527 0.493 -0.304
N -0.452 0.227 -0.047 -0.181
C -0.890 -0.748 0.947 -0.194
C -0.570 -2.129 0.357 -0.163
C 0.644 -1.859 -0.553 -0.159
C 0.677 -0.349 -0.784 -0.192
H 0.038 3.582 -0.197 0.071
H -0.484 2.494 -1.416 0.080
H 1.180 2.512 -0.948 0.065
H 0.553 1.542 1.327 0.119
H -1.064 1.882 1.047 0.117
H -1.925 -0.599 1.231 0.114
H -0.265 -0.601 1.847 0.115
H -1.414 -2.603 -0.118 0.099
H -0.324 -2.701 1.233 0.092
H 0.592 -2.430 -1.477 0.101
H 1.510 -2.243 -0.012 0.103
H 0.530 -0.103 -1.839 0.111
H 1.676 0.044 -0.550 0.115
```

Results
- E_LUMO: 1.19 eV
- E_HOMO: -8.3 eV
- Charge: 0

3.
# C6H13N

The molecule C6H13N (the ωB97M-V functional and the def2-TZVPD basis, the Open Molecules 2025 dataset).

Structure (XYZ):
```
20
Properties=species:S:1:pos:R:3:lowdin_charge:R:1
C 1.382 -0.782 1.812 -0.121
C 1.060 0.424 0.971 -0.271
C 0.325 0.413 -0.319 -0.292
C 0.971 0.843 -1.561 -0.057
C -0.932 -0.148 -0.279 -0.320
C -1.711 -0.484 -1.515 -0.040
N -1.666 -0.290 0.961 0.034
H 2.130 -1.342 1.279 0.056
H 1.797 -0.586 2.844 0.087
H 0.444 -1.429 1.914 0.082
H 2.064 0.864 0.657 0.119
H 0.560 1.200 1.607 0.113
H 1.797 0.254 -1.822 0.067
H 1.495 1.754 -1.191 0.103
H 0.506 0.822 -2.452 0.031
H -1.448 0.122 -2.362 0.064
H -2.736 -0.202 -1.202 0.079
H -1.694 -1.458 -1.878 0.057
H -1.615 0.457 1.706 0.101
H -2.730 -0.431 0.830 0.105
```

Results
- E_LUMO: 1.06 eV
- E_HOMO: -7.4 eV
- Charge: 0

So which one is most stable? That would be 2, about 28.8 kcal/mol below the next structure.

1.
# C6H13N

The molecule C6H13N (the ωB97M-V functional and the def2-TZVPD basis, the Open Molecules 2025 dataset).

Structure (XYZ):
```
20
Properties=species:S:1:pos:R:3:lowdin_charge:R:1
C 0.491 2.300 0.282 0.054
C 0.681 0.991 0.349 -0.400
C 0.723 0.101 -0.849 -0.176
C -0.515 -0.830 -0.958 -0.251
C -0.303 -1.877 -2.023 -0.123
N 0.662 0.370 1.616 -0.065
C -0.555 0.394 2.394 -0.128
H 0.393 2.874 1.189 0.062
H 0.461 2.719 -0.702 0.052
H 0.821 0.678 -1.770 0.112
H 1.625 -0.530 -0.836 0.118
H -1.309 -0.149 -1.255 0.110
H -0.727 -1.211 0.040 0.092
H 0.460 -2.603 -1.726 0.074
H -1.211 -2.422 -2.287 0.069
H 0.078 -1.457 -2.960 0.075
H 1.020 -0.574 1.625 0.110
H -1.434 -0.052 1.901 0.074
H -0.904 1.384 2.612 0.063
H -0.455 -0.105 3.357 0.079
```

Results
- E_LUMO: 1.10 eV
- E_HOMO: -8.2 eV
- Charge: 0

2.
# C6H13N

The molecule C6H13N (the ωB97M-V functional and the def2-TZVPD basis, the Open Molecules 2025 dataset).

Structure (XYZ):
```
20
Properties=species:S:1:pos:R:3:lowdin_charge:R:1
C 0.133 -1.699 0.595 0.046
C 0.276 -0.636 -0.183 -0.344
C 1.561 -0.487 -0.980 -0.227
C 2.357 0.747 -0.505 -0.098
C -0.859 0.259 -0.618 -0.165
C -2.089 0.426 0.294 -0.285
N -1.853 0.328 1.737 -0.007
H -0.738 -1.726 1.243 0.048
H 0.960 -2.338 0.866 0.060
H 1.282 -0.309 -2.017 0.105
H 2.152 -1.394 -0.935 0.101
H 3.311 0.772 -1.043 0.067
H 1.796 1.644 -0.751 0.061
H 2.635 0.659 0.543 0.073
H -1.186 -0.130 -1.579 0.118
H -0.428 1.244 -0.829 0.101
H -2.841 -0.310 0.002 0.106
H -2.527 1.382 -0.030 0.100
H -1.210 1.074 1.978 0.074
H -2.731 0.494 2.213 0.066
```

Results
- E_LUMO: 1.03 eV
- E_HOMO: -9.0 eV
- Charge: 0

So which one is most stable? That would be 1, about 1.6 kcal/mol below the next structure.

1.
# C6H13N

A cluster of 2 separate species, C6H13N in total (the ωB97M-V functional and the def2-TZVPD basis, the Open Molecules 2025 dataset).

Structure (XYZ):
```
20
Properties=species:S:1:pos:R:3:lowdin_charge:R:1
C -0.115 1.117 1.149 -0.262
C -1.232 0.125 1.024 -0.104
C -1.478 -0.697 -0.173 -0.300
C -2.699 -1.028 -0.626 -0.071
C 1.046 1.018 0.186 -0.271
N 1.687 -0.292 0.379 -0.126
C 2.360 -0.696 -0.863 -0.155
H 0.303 1.043 2.157 0.111
H -0.464 2.147 1.012 0.097
H -2.024 1.084 -0.116 0.257
H -1.822 -0.169 1.885 0.101
H -0.641 -0.664 -0.884 0.094
H -2.688 -1.639 -1.518 0.043
H -3.613 -0.820 -0.098 0.053
H 0.781 1.134 -0.882 0.106
H 1.812 1.779 0.394 0.121
H 0.992 -1.025 0.482 0.077
H 2.726 -1.731 -0.789 0.078
H 3.305 -0.128 -0.939 0.079
H 1.765 -0.558 -1.778 0.070
```

Results
- E_LUMO: 0.12 eV
- E_HOMO: -7.7 eV
- Charge: 0

2.
# C6H13N

The molecule C6H13N (the ωB97M-V functional and the def2-TZVPD basis, the Open Molecules 2025 dataset).

Structure (XYZ):
```
20
Properties=species:S:1:pos:R:3:lowdin_charge:R:1
C -1.662 -0.460 -1.870 -0.093
C -1.052 0.452 -0.720 -0.226
C 0.185 0.022 0.103 -0.254
C 0.918 1.068 0.558 -0.195
N 0.660 2.408 0.295 0.017
C 0.064 -1.189 0.987 -0.269
C 1.043 -2.190 0.695 -0.158
H -0.843 -1.120 -2.190 0.057
H -1.961 0.180 -2.762 0.081
H -2.450 -1.137 -1.427 0.072
H -1.805 0.829 -0.059 0.095
H -0.785 1.379 -1.236 0.080
H 1.623 0.995 1.474 0.143
H -0.243 2.795 0.199 0.059
H 1.453 3.073 0.530 0.115
H -0.968 -1.632 0.933 0.128
H 0.201 -0.839 2.096 0.139
H 1.056 -2.636 -0.255 0.061
H 2.084 -1.891 0.819 0.085
H 1.043 -3.069 1.291 0.063
```

Results
- E_LUMO: 1.04 eV
- E_HOMO: -7.8 eV
- Charge: 0

3.
# C6H13N

A cluster of 2 separate species, C6H13N in total (the ωB97M-V functional and the def2-TZVPD basis, the Open Molecules 2025 dataset).

Structure (XYZ):
```
20
Properties=species:S:1:pos:R:3:lowdin_charge:R:1
C -0.481 0.897 1.826 -0.003
C -1.591 1.213 1.183 -0.183
C -1.824 1.236 -0.316 -0.279
N -3.110 0.582 -0.656 -0.011
H -0.448 1.105 2.888 0.049
H 0.393 0.443 1.390 0.025
H -2.472 1.507 1.748 0.092
H -1.866 2.275 -0.651 0.106
H -0.972 0.768 -0.805 0.071
H -2.982 0.012 -1.480 0.051
H -3.746 1.301 -0.978 0.055
C 0.843 -1.041 -0.951 -0.044
C 1.757 -1.425 -0.053 -0.248
C 3.232 -1.269 -0.260 -0.111
H -0.131 -1.509 -0.992 0.060
H 1.199 -0.480 -1.810 0.060
H 1.377 -1.893 0.851 0.095
H 3.675 -2.263 -0.334 0.075
H 3.447 -0.720 -1.174 0.070
H 3.702 -0.741 0.575 0.070
```

Results
- E_LUMO: 1.11 eV
- E_HOMO: -9.4 eV
- Charge: 0

4.
# C6H13N

The molecule C6H13N (the ωB97M-V functional and the def2-TZVPD basis, the Open Molecules 2025 dataset).

Structure (XYZ):
```
20
Properties=species:S:1:pos:R:3:lowdin_charge:R:1
C 2.124 -1.974 0.205 -0.102
C 0.867 -1.424 -0.400 -0.130
C 0.474 -0.151 -0.336 -0.318
C 1.374 0.900 0.286 -0.064
C -0.889 0.287 -0.775 -0.187
C -1.835 0.556 0.391 -0.291
N -2.721 1.662 0.140 -0.009
H 2.722 -1.234 0.739 0.062
H 1.916 -2.727 0.964 0.071
H 2.710 -2.481 -0.562 0.072
H 0.386 -2.122 -1.078 0.103
H 1.478 0.779 1.362 0.080
H 2.341 0.919 -0.210 0.081
H 0.944 1.892 0.137 0.077
H -0.755 1.198 -1.374 0.112
H -1.328 -0.423 -1.475 0.110
H -2.360 -0.380 0.610 0.104
H -1.264 0.758 1.298 0.108
H -3.002 1.814 -0.809 0.060
H -3.181 2.151 0.884 0.061
```

Results
- E_LUMO: 1.14 eV
- E_HOMO: -8.5 eV
- Charge: 0

So which one is most stable? That would be 4, about 24.7 kcal/mol below the next structure.

1.
# C4H2O2

A cluster of 2 separate species, C4H2O2 in total (the ωB97M-V functional and the def2-TZVPD basis, the Open Molecules 2025 dataset).

Structure (XYZ):
```
8
Properties=species:S:1:pos:R:3:lowdin_charge:R:1
C 0.801 -0.439 -0.575 0.250
C 0.294 0.972 0.160 0.250
C 1.177 0.925 -0.920 -0.447
C -0.237 -0.403 0.420 -0.444
O 1.869 1.675 -1.577 0.101
O -0.471 -0.990 1.539 0.080
H -2.023 -0.726 -0.622 0.121
H -1.410 -1.013 1.574 0.091
```

Results
- E_LUMO (spin up / spin down): -1.46 / -1.43 eV
- E_HOMO (spin up / spin down): -8.9 / -9.3 eV
- Charge: 0

2.
# C4H2O2

The molecule C4H2O2 (the ωB97M-V functional and the def2-TZVPD basis, the Open Molecules 2025 dataset).

Structure (XYZ):
```
8
Properties=species:S:1:pos:R:3:lowdin_charge:R:1
O -1.441 1.085 0.668 0.072
C -1.299 0.050 0.066 -0.238
C 0.139 -1.799 -0.515 0.331
C 0.068 -0.535 -0.179 -0.292
C 1.276 0.347 0.047 -0.211
O 2.412 0.006 -0.143 0.076
H -2.154 -0.511 -0.343 0.130
H 1.000 1.358 0.399 0.133
```

Results
- E_LUMO: -1.68 eV
- E_HOMO: -10.7 eV
- Charge: 0

So which one is most stable? That would be 2, about 100.0 kcal/mol below the next structure.

1.
# C4H2O2

A cluster of 2 separate species, C4H2O2 in total (the ωB97M-V functional and the def2-TZVPD basis, the Open Molecules 2025 dataset).

Structure (XYZ):
```
8
Properties=species:S:1:pos:R:3:lowdin_charge:R:1
C 1.101 -0.529 -2.262 -0.202
C 1.719 -0.878 -3.312 0.122
C 0.850 1.619 0.317 -0.251
C 0.425 -0.246 -1.116 -0.106
O 1.757 2.251 -0.175 0.145
O 0.305 0.445 -0.054 0.031
H 0.422 1.981 1.200 0.137
H -1.499 -1.727 -0.583 0.123
```

Results
- E_LUMO: -2.56 eV
- E_HOMO: -9.0 eV
- Charge: 0

2.
# C4H2O2

A structure of composition C4H2O2 (the ωB97M-V functional and the def2-TZVPD basis, the Open Molecules 2025 dataset).

Structure (XYZ):
```
8
Properties=species:S:1:pos:R:3:lowdin_charge:R:1
C 1.153 0.500 -0.852 0.124
C 1.040 -0.953 -1.188 0.144
C 1.369 -0.091 -2.254 -0.339
C 0.696 -0.368 0.116 -0.076
O 1.612 0.183 -3.384 0.158
O -1.073 0.151 0.278 -0.148
H 1.015 -0.767 1.017 0.109
H -0.893 1.114 0.295 0.028
```

Results
- E_LUMO (spin up / spin down): -0.56 / -0.55 eV
- E_HOMO (spin up / spin down): -10.6 / -10.6 eV
- Charge: 0

3.
# C4H2O2

The molecule C4H2O2 (the ωB97M-V functional and the def2-TZVPD basis, the Open Molecules 2025 dataset).

Structure (XYZ):
```
8
Properties=species:S:1:pos:R:3:lowdin_charge:R:1
O 0.779 -1.696 -0.112 0.087
O -2.300 0.410 0.359 0.084
C -0.209 -0.820 0.041 -0.288
C -1.434 -0.479 -0.041 -0.048
C 1.169 -0.144 -0.025 -0.170
C 2.066 0.676 0.027 0.173
H -2.901 0.649 -0.364 0.129
H 2.830 1.404 0.115 0.033
```

Results
- E_LUMO (spin up / spin down): -0.98 / -0.43 eV
- E_HOMO (spin up / spin down): -8.2 / -8.6 eV
- Charge: 0

So which one is most stable? That would be 2, about 33.1 kcal/mol below the next structure.